ORCA calculation (wB97M-V/def2-TZVPD) on a single CH3N5O2 molecule in a non-equilibrium geometry.

Output
energy above the lowest of the compared OMol25 structures with the same formula, charge and spin: 257.0 kJ/mol
total charge: 0
Kohn-Sham gap: 0.337 Ha
energy: -463.93650 hartree
SMILES: O/N=c1/[nH]nnn1O
HOMO level: -0.340 Ha

Each line ends with the Löwdin charge.
Geometry (Å):
1 C -0.07 0.15 -0.58  -0.299
2 H 1.63 1.52 0.72  0.189
3 H -1.96 0.40 -1.71  0.171
4 H 1.48 -0.43 1.75  0.192
5 N 0.75 1.10 -1.04  0.009
6 N -1.33 -0.21 -1.13  0.057
7 N -1.89 -1.20 -0.35  0.016
8 N -1.13 -1.51 0.62  0.034
9 N 0.05 -0.87 0.45  -0.126
10 O 2.01 1.18 -0.31  -0.178
11 O 0.45 -0.12 1.59  -0.066